Molecular formula: C18H64N12O14
Method: DFT, ωB97M-V with the def2-TZVPD basis set

Its highest occupied orbital energy is -8.23 eV. The calculation puts the energy above the lowest of the compared OMol25 structures with the same formula, charge and spin at 8.926 eV. The gap between HOMO and LUMO comes out at 0.3015 Ha.

```
! wB97M-V def2-TZVPD RIJCOSX def2/J DEFGRID3
* xyz 0 1
C 2.15300 0.43300 16.29700
C 1.42800 1.73200 16.75800
O 1.75200 2.85600 15.92900
H 1.48000 -0.05600 15.55100
H 2.14600 -0.31400 17.13300
H 3.06700 0.66100 15.78300
H 1.86800 1.90400 17.73900
H 0.36600 1.65900 16.82200
H 1.35200 2.85100 15.08800
C 7.28500 -3.25900 14.22000
C 8.61600 -2.63900 14.64500
O 9.37300 -2.04500 13.60400
H 6.70000 -2.55400 13.68600
H 6.62900 -3.62500 15.07000
H 7.41600 -4.20900 13.64900
H 9.23000 -3.39800 15.04300
H 8.54600 -1.84300 15.37300
H 10.13700 -1.82600 14.13100
C 4.91500 2.86100 12.33800
C 4.81800 3.57200 13.62900
O 3.49300 3.93900 13.80700
H 4.30000 3.31400 11.53200
H 4.51400 1.84300 12.40800
H 5.97800 2.80800 12.08500
H 5.49000 4.44400 13.67300
H 5.20400 2.85100 14.38500
H 3.49700 4.84700 14.01300
C 6.56700 0.62300 15.94300
C 7.42700 1.51100 15.08600
O 8.72700 1.11200 14.87500
H 6.88100 0.56400 16.99800
H 6.59800 -0.38700 15.53900
H 5.49800 0.93300 15.96200
H 7.45100 2.46300 15.49900
H 6.95700 1.53800 14.12700
H 8.79400 0.63800 14.05800
C 5.12300 -1.93900 17.67100
O 4.32300 -2.08000 16.49000
N 4.99100 -0.96000 18.47600
N 6.04200 -2.80100 17.97200
H 4.59400 -0.19100 17.98900
H 5.51500 -0.73900 19.28900
H 6.13100 -3.56200 17.38500
H 6.65300 -2.82500 18.79700
C 3.88900 -0.60100 13.26500
O 5.17700 -0.25000 13.38000
N 3.19200 -0.25600 12.21800
N 3.14300 -1.35000 14.07000
H 3.88300 0.08900 11.52400
H 2.32500 -0.69600 11.96500
H 3.62100 -1.65400 14.90100
H 2.21100 -1.74100 13.94500
C 10.03100 0.27900 18.19800
O 9.00400 -0.69900 18.19600
N 10.83000 0.48700 19.15900
N 10.17500 1.21600 17.25400
H 10.84200 -0.17300 19.95100
H 11.69100 1.02600 18.96400
H 9.43800 1.26500 16.49400
H 11.02800 1.74600 17.16800
C 8.43300 5.77100 16.46300
O 7.20200 5.34000 16.02900
N 9.57500 5.59500 15.83200
N 8.70200 6.28100 17.64500
H 9.61300 4.89500 15.09600
H 10.44000 5.88700 16.20900
H 7.92200 6.34300 18.32200
H 9.52800 6.95800 17.71800
C 4.88300 3.13500 17.59300
O 4.44100 1.90300 18.12600
N 5.99000 3.64700 17.99000
N 4.19600 3.93900 16.91600
H 6.46800 2.97500 18.52000
H 6.57100 4.13700 17.31200
H 3.28700 3.46700 16.58400
H 4.41300 4.83700 16.70900
C 8.30600 0.32300 11.42000
O 7.75800 1.27400 10.53700
N 7.59800 -0.27300 12.32300
N 9.54000 -0.06300 11.37800
H 6.60100 -0.06300 12.49600
H 7.91700 -1.05600 12.82500
H 10.08100 0.27600 10.59500
H 9.92800 -0.74100 12.05000
C 6.34100 1.99200 20.66000
O 7.11600 1.47200 19.55800
H 5.29600 1.83400 20.55500
H 6.35600 3.08300 20.60200
H 6.70400 1.55900 21.60900
H 8.04500 1.61700 19.73700
C 11.83800 -0.74900 14.96100
O 11.45800 -1.93600 15.56000
H 12.64400 -1.00200 14.26100
H 12.02600 -0.04700 15.80300
H 11.16700 -0.32600 14.28100
H 12.19200 -2.11900 16.09700
C 8.54500 4.06700 13.13300
O 9.75400 3.97100 13.81300
H 8.43900 3.13400 12.60500
H 8.61000 4.81900 12.34900
H 7.77400 4.24100 13.81700
H 10.23000 3.31100 13.34500
C 12.37700 1.68500 12.62200
O 10.94400 1.89800 12.71100
H 12.79800 2.45100 11.98300
H 12.59100 0.70700 12.21900
H 12.77400 1.87700 13.59700
H 10.42400 1.18600 12.28700
*
```